Record 1
Here is a cluster of 2 separate species, C6H10N4O2 in total at a distorted geometry from the OMol25 dataset. Energies are from ωB97M-V/def2-TZVPD.

Values from the calculation:
- Net charge: 0
- Gap between HOMO and LUMO: 7.372 eV
- HOMO: -9.4 eV
- Energy above the lowest of the compared OMol25 structures with the same formula, charge and spin: 117.1 kJ/mol

Positions of all 22 atoms, in Å:
H: 2.04 1.43 2.79
N: 2.33 0.72 2.12
C: 1.31 0.45 1.39
N: 1.39 -0.44 0.34
C: -0.06 1.10 1.56
C: -1.02 0.19 2.31
O: 0.03 2.30 2.30
H: 0.55 -0.92 0.05
H: 2.21 -1.04 0.38
H: -0.47 1.30 0.55
H: -1.99 0.68 2.43
H: -0.61 -0.02 3.31
H: -1.16 -0.76 1.79
H: 0.58 2.91 1.80
O: -0.78 -3.22 -3.03
C: -0.72 -2.04 -2.89
C: -0.38 -0.99 -3.92
N: -0.42 0.17 -3.36
C: -0.80 -0.10 -2.00
N: -0.97 -1.32 -1.66
H: -0.14 -1.15 -4.94
H: -0.91 0.74 -1.32

Atomic partial charges in e from the Mulliken method, atoms 1 to 4:
1. H 0.290
2. N -0.820
3. C 0.439
4. N -0.361

---

Record 2
Here is an isolated molecule of C6H10O at a distorted geometry from the OMol25 dataset. Energies are from ωB97M-V/def2-TZVPD.

Values from the calculation:
- Net charge: 0
- Gap between HOMO and LUMO: 9.773 eV
- HOMO: -8.8 eV
- Energy above the lowest of the compared OMol25 structures with the same formula, charge and spin: 106.3 kJ/mol

Positions of all 17 atoms, in Å:
C: -1.72 -0.73 1.26
C: -0.53 -0.13 0.55
C: 0.71 -0.19 1.02
C: 1.77 0.44 0.15
C: 1.07 0.62 -1.20
C: -0.54 0.50 -0.83
O: -1.38 -0.18 -1.72
H: -2.25 -1.48 0.64
H: -2.47 0.02 1.53
H: -1.40 -1.24 2.18
H: 0.95 -0.63 1.98
H: 2.68 -0.17 0.09
H: 2.08 1.40 0.59
H: 1.44 1.55 -1.70
H: 1.21 -0.19 -1.90
H: -0.48 1.55 -0.99
H: -1.15 -1.12 -1.64

Atomic partial charges in e from the Mulliken method, atoms 1 to 4:
1. C -1.131
2. C 0.323
3. C -0.427
4. C -0.552

---

Record 3
Here is the ion C3H7NO2P with charge +1 at a distorted geometry from the OMol25 dataset. Energies are from ωB97M-V/def2-TZVPD.

Values from the calculation:
- Net charge: +1
- Gap between HOMO and LUMO: 7.153 eV
- HOMO: -13.7 eV
- Energy above the lowest of the compared OMol25 structures with the same formula, charge and spin: 584.1 kJ/mol

Positions of all 14 atoms, in Å:
C: -1.41 -0.07 0.41
C: -0.43 0.69 1.23
C: 1.04 -0.85 -1.31
N: -0.99 0.11 -0.88
O: -1.51 0.63 -1.83
O: 0.92 0.25 1.10
P: 1.73 0.53 -0.36
H: -1.40 -1.18 0.67
H: -2.39 0.18 0.71
H: -0.31 1.77 1.10
H: -0.57 0.39 2.35
H: 0.72 -1.83 -0.86
H: 1.37 -1.00 -2.33
H: 3.22 0.39 -0.01

Atomic partial charges in e from the Mulliken method, atoms 1 to 4:
1. C -0.459
2. C -0.399
3. C -0.221
4. N 0.368

---

Record 4
Here is a structure of composition C14H18FeNO4 at a distorted geometry from the OMol25 dataset. Energies are from ωB97M-V/def2-TZVPD.

Values from the calculation:
- Net charge: -1
- Gap between HOMO and LUMO (spin up / spin down): 3.307 / 7.218 eV
- Multiplicity: 5
- HOMO (spin up / spin down): -0.3 / -4.9 eV

Positions of all 38 atoms, in Å:
O: 4.00 -3.90 -2.86
C: 3.19 -3.11 -2.56
Fe: 2.35 -1.78 -1.79
C: 3.75 -0.72 -1.65
O: 4.77 -0.19 -1.41
C: 2.41 -2.47 -0.18
O: 2.79 -2.92 0.83
C: 0.34 -1.43 -1.73
C: -0.36 -1.12 -0.41
C: -1.68 -0.38 -0.67
C: -1.54 1.15 -0.56
C: -0.35 1.69 -1.32
C: 0.69 1.06 -1.96
C: 0.84 -0.30 -2.45
H: -0.08 -2.30 -2.28
H: -0.55 -2.05 0.15
H: 0.29 -0.49 0.22
H: -1.99 -0.60 -1.71
H: -2.48 -0.75 -0.02
H: -2.46 1.58 -0.98
H: -0.33 2.80 -1.34
H: 1.54 1.71 -2.23
H: 1.24 -0.41 -3.48
C: 0.29 0.81 2.56
C: -0.07 1.80 1.47
N: -1.47 1.60 0.83
C: -2.53 0.98 1.78
C: -1.90 -0.10 2.64
O: -0.83 0.49 3.39
H: 0.73 -0.11 2.13
H: 1.03 1.28 3.23
H: -0.10 2.82 1.88
H: 0.69 1.77 0.68
H: -1.78 2.56 0.78
H: -2.88 1.82 2.41
H: -3.35 0.59 1.17
H: -2.64 -0.44 3.39
H: -1.57 -0.96 2.03

Atomic partial charges in e from the Mulliken method, atoms 1 to 4:
1. O -0.425
2. C 0.207
3. Fe -0.174
4. C 0.154

---

Record 5
Here is a structure of composition C42H48CrO3P at a distorted geometry from the OMol25 dataset. Energies are from ωB97M-V/def2-TZVPD.

Values from the calculation:
- Net charge: +2
- Gap between HOMO and LUMO (spin up / spin down): 6.663 / 5.172 eV
- Multiplicity: 4
- HOMO (spin up / spin down): -12.2 / -13.9 eV

Positions of all 95 atoms, in Å:
C: 4.41 2.46 0.33
C: 4.11 2.67 -1.16
C: 2.96 1.79 -1.67
C: 1.72 1.87 -0.77
P: 0.27 0.83 -1.37
C: 0.16 1.56 -3.13
C: -1.03 0.99 -3.90
C: -1.06 1.48 -5.36
C: -1.03 3.01 -5.48
C: 0.04 3.66 -4.60
C: 0.11 3.09 -3.17
C: 1.23 -0.73 -1.88
C: 2.11 -1.29 -0.76
C: 2.88 -2.52 -1.25
C: 1.99 -3.62 -1.84
C: 0.97 -3.08 -2.84
C: 0.27 -1.82 -2.32
C: 2.01 1.65 0.72
C: 3.16 2.55 1.20
H: 4.91 1.49 0.48
H: 5.14 3.21 0.65
H: 3.86 3.72 -1.36
H: 5.01 2.44 -1.76
H: 2.73 2.09 -2.70
H: 3.32 0.75 -1.74
H: 1.30 2.89 -0.84
H: 1.09 1.22 -3.62
H: -1.02 -0.10 -3.92
H: -1.95 1.29 -3.38
H: -0.20 1.06 -5.91
H: -1.96 1.09 -5.84
H: -0.86 3.28 -6.52
H: -2.02 3.43 -5.23
H: 1.02 3.54 -5.09
H: -0.14 4.74 -4.54
H: -0.78 3.41 -2.61
H: 0.98 3.54 -2.68
H: 1.86 -0.43 -2.73
H: 2.84 -0.55 -0.42
H: 1.47 -1.54 0.11
H: 3.59 -2.20 -2.03
H: 3.48 -2.92 -0.42
H: 2.62 -4.37 -2.33
H: 1.46 -4.16 -1.03
H: 1.47 -2.85 -3.79
H: 0.20 -3.84 -3.06
H: -0.31 -2.10 -1.44
H: -0.47 -1.48 -3.05
H: 1.10 1.84 1.30
H: 2.25 0.60 0.92
H: 3.41 2.28 2.24
H: 2.81 3.59 1.22
O: -2.78 -3.12 7.43
C: -1.91 -2.79 6.73
Cr: -0.60 -2.57 5.34
C: -2.13 -2.65 4.23
O: -3.12 -2.84 3.66
C: -0.85 -4.47 5.41
O: -1.25 -5.57 5.52
C: 1.28 -2.14 6.41
C: 0.41 -1.04 6.43
C: -0.10 -0.52 5.23
C: 0.31 -1.04 3.98
C: -0.11 -0.48 2.71
C: -0.82 -0.21 1.74
C: -1.82 0.10 0.79
C: -2.29 -1.02 -0.02
C: -1.62 -2.27 0.16
C: -2.08 -3.44 -0.45
C: -3.30 -3.43 -1.13
C: -3.96 -2.21 -1.34
C: -3.36 -1.00 -0.96
C: -2.51 1.37 1.00
C: -1.85 2.35 1.80
C: -2.47 3.55 2.13
C: -3.74 3.85 1.62
C: -4.41 2.90 0.84
C: -3.84 1.64 0.62
C: 1.00 -2.27 3.99
C: 1.52 -2.79 5.19
H: 1.73 -2.52 7.33
H: 0.11 -0.59 7.38
H: -0.80 0.33 5.24
H: -0.72 -2.31 0.77
H: -1.49 -4.35 -0.37
H: -3.72 -4.36 -1.52
H: -4.94 -2.21 -1.82
H: -3.70 -0.04 -1.36
H: -0.86 2.13 2.21
H: -1.95 4.25 2.79
H: -4.21 4.80 1.85
H: -5.39 3.14 0.42
H: -4.46 0.84 0.21
H: 1.14 -2.79 3.04
H: 2.10 -3.71 5.16

Atomic partial charges in e from the Mulliken method, atoms 1 to 4:
1. C -0.650
2. C -1.057
3. C -0.653
4. C -0.165

---

Record 6
Here is a structure of composition C38H35N2O2P2SSbSe4Y at a distorted geometry from the OMol25 dataset. Energies are from ωB97M-V/def2-TZVPD.

Values from the calculation:
- Net charge: -1
- Gap between HOMO and LUMO: 4.422 eV
- HOMO: -2.7 eV
- Energy above the lowest of the compared OMol25 structures with the same formula, charge and spin: 989.1 kJ/mol

Positions of all 86 atoms, in Å:
Y: -0.49 -0.73 1.36
C: -3.75 -0.29 -5.70
C: -3.58 -0.93 -4.35
C: -4.31 -0.46 -3.25
C: -4.11 -0.99 -1.99
C: -3.16 -1.99 -1.79
C: -2.47 -2.50 -2.88
C: -2.69 -1.98 -4.15
S: -2.58 -2.26 -0.11
O: -3.37 -3.25 0.58
O: -2.71 -0.85 0.36
N: -1.09 -2.65 -0.40
C: -0.07 -3.39 0.17
C: 0.46 -4.49 -0.51
C: 1.51 -5.18 0.06
C: 2.00 -4.78 1.30
C: 1.46 -3.66 1.89
N: 0.49 -2.94 1.30
H: -3.44 0.75 -5.67
H: -4.80 -0.31 -6.00
H: -3.17 -0.81 -6.46
H: -5.01 0.35 -3.39
H: -4.65 -0.60 -1.14
H: -1.75 -3.29 -2.72
H: -2.12 -2.37 -4.98
H: 0.02 -4.78 -1.46
H: 1.95 -6.03 -0.45
H: 2.79 -5.32 1.80
H: 1.78 -3.28 2.86
C: 1.27 -0.51 -0.62
C: -0.17 -0.01 -0.90
P: -0.18 1.71 -0.18
C: -0.89 2.67 -1.58
C: -1.73 3.77 -1.37
C: -2.18 4.52 -2.44
C: -1.78 4.22 -3.73
C: -0.87 3.19 -3.94
C: -0.42 2.44 -2.87
C: -1.55 1.76 1.05
C: -2.90 1.71 0.66
C: -3.90 1.62 1.61
C: -3.57 1.55 2.97
C: -2.26 1.64 3.38
C: -1.25 1.78 2.43
P: 1.73 0.39 0.96
C: 2.83 1.75 0.42
C: 3.94 1.51 -0.38
C: 4.78 2.57 -0.73
C: 4.52 3.84 -0.26
C: 3.42 4.08 0.55
C: 2.58 3.04 0.89
C: 2.98 -0.56 1.90
C: 3.77 -1.62 1.47
C: 4.60 -2.26 2.37
C: 4.66 -1.84 3.69
C: 3.91 -0.76 4.12
C: 3.05 -0.14 3.23
H: 1.94 -0.23 -1.43
H: 1.31 -1.61 -0.55
H: -0.90 -0.66 -0.45
H: -0.48 -0.06 -1.94
H: -2.04 4.02 -0.36
H: -2.86 5.35 -2.26
H: -2.15 4.80 -4.56
H: -0.52 2.97 -4.94
H: 0.31 1.66 -3.05
H: -3.14 1.66 -0.39
H: -4.93 1.56 1.29
H: -4.35 1.40 3.70
H: -1.99 1.57 4.43
H: -0.23 1.92 2.78
H: 4.15 0.51 -0.72
H: 5.63 2.38 -1.37
H: 5.18 4.66 -0.53
H: 3.22 5.08 0.91
H: 1.72 3.22 1.53
H: 3.72 -1.96 0.44
H: 5.18 -3.12 2.04
H: 5.24 -2.39 4.43
H: 3.93 -0.45 5.16
H: 2.39 0.64 3.60
Se: 1.53 0.91 6.54
Sb: 0.44 -1.20 5.97
Se: -0.20 -1.05 3.63
Se: -1.93 -1.97 2.58
Se: 2.31 -2.68 6.49

Atomic partial charges in e from the Mulliken method, atoms 1 to 4:
1. Y -1.535
2. C -1.463
3. C 1.125
4. C -0.790